# 1
{
  "formula": "C6H10ClN2O2S",
  "method": "ωB97M-V with the def2-TZVPD basis set",
  "species": ["Cl", "S", "O", "O", "N", "N", "C", "C", "C", "C", "C", "C", "H", "H", "H", "H", "H", "H", "H", "H", "H", "H"],
  "xyz": [[3.534145, -1.246901, -0.252657], [-1.553012, -2.212054, -0.230560], [1.597027, 0.777318, -1.423005], [-1.113324, 2.739977, -0.476059], [-1.251010, 0.472776, -0.499935], [0.641792, -0.808501, 0.103080], [2.824634, 0.049105, 0.649090], [0.580739, 1.453433, 0.701960], [1.502557, 0.398781, -0.026484], [-3.325831, -1.676193, -0.138498], [-0.664297, 1.710619, -0.071242], [-0.631779, -0.733862, -0.237320], [-3.397552, -0.817704, 0.549333], [2.625532, -0.288822, 1.735329], [1.013798, -1.679337, -0.012869], [1.050287, 2.443528, 0.731736], [-3.694142, -1.456235, -1.112050], [-3.735741, -2.670144, 0.213649], [3.474842, 0.930592, 0.641532], [0.209019, 0.968363, 1.540712], [2.460414, 1.166498, -1.500511], [-2.148100, 0.478761, -0.885236]],
  "atomic_forces_ev_per_a": [[0.7, -0.8, -0.3], [0.0, 0.6, -0.2], [-0.4, -1.0, 2.0], [0.0, -0.3, 0.8], [2.5, -1.6, 1.7], [-1.3, 3.1, -1.0], [-0.9, 0.7, 1.7], [1.5, 1.1, -2.1], [-2.1, 0.6, -0.5], [1.1, -1.2, 0.9], [0.1, -0.3, -2.4], [-2.0, 0.9, -0.2], [-0.3, -0.8, -0.1], [0.4, 0.7, -1.7], [1.7, -2.9, 0.0], [0.1, -0.4, 0.9], [-0.3, 0.2, -0.7], [-0.1, 1.5, -0.1], [0.0, -0.3, 0.1], [0.0, -0.2, 2.5], [0.8, 0.4, -0.6], [-1.5, 0.1, -0.7]],
  "homo_ha": -0.527,
  "lumo_ha": -0.155,
  "gap_ev": 10.1,
  "charge": 1,
  "spin_multiplicity": 1
}


# 2
{
  "formula": "C6H10ClN4O2S",
  "method": "ωB97M-V with the def2-TZVPD basis set",
  "species": ["Cl", "S", "O", "O", "N", "N", "N", "N", "C", "C", "C", "C", "C", "C", "H", "H", "H", "H", "H", "H", "H", "H", "H", "H"],
  "xyz": [[-0.593167, 2.358094, 0.616576], [3.214520, -0.459222, -0.308290], [-1.002562, -2.399358, -0.286072], [-1.053867, -2.046389, 1.871618], [1.024216, 0.354452, 0.860050], [-1.062189, -1.727279, 0.721240], [-1.081118, -0.154103, -2.682776], [0.838631, -0.024495, -1.484058], [-2.729730, 0.072151, 0.069756], [-1.269457, -0.284123, 0.298793], [1.576445, 0.044832, -0.230204], [3.667920, -0.286658, 1.370266], [-0.351086, 0.636784, 1.079234], [-0.450942, -0.198148, -1.515429], [-2.127857, -0.286631, -2.798736], [-0.584288, -0.096930, -3.650163], [-3.192671, -0.569409, -0.639145], [-3.432463, 0.006173, 0.947487], [3.163808, 0.659609, 1.649732], [-2.676526, 1.103774, -0.158833], [-0.506616, 0.483296, 2.148181], [1.313030, -0.055974, -2.480125], [3.253972, -1.115411, 1.867188], [4.714486, -0.229628, 1.403807]],
  "atomic_forces_ev_per_a": [[-0.4, -0.2, 0.2], [0.2, -0.2, -2.2], [0.2, -1.6, 0.4], [0.1, 0.1, 0.1], [0.6, -0.6, 0.3], [-0.3, 1.0, -1.8], [-1.2, -0.4, -1.5], [1.8, -0.4, -2.2], [0.2, -0.4, 2.1], [0.5, 0.7, -2.4], [-1.0, -0.2, -0.1], [-1.5, 1.7, -0.1], [0.3, 0.2, -0.5], [-2.0, 0.5, 2.0], [2.0, 0.2, 0.7], [-0.9, -0.1, 2.6], [-0.2, -0.3, -1.0], [1.2, -0.1, -0.3], [0.7, -0.6, 0.5], [-0.5, 1.0, -0.8], [-0.4, 0.4, 0.0], [-0.5, 0.2, 2.9], [-0.3, -0.9, 1.1], [1.4, 0.0, 0.2]],
  "homo_ha": -0.473,
  "de_lowest_kj_mol": 85.3,
  "lumo_ha": -0.148,
  "gap_ev": 8.9,
  "charge": 1,
  "spin_multiplicity": 1
}


# 3
{
  "formula": "C6H10ClNO3",
  "method": "ωB97M-V with the def2-TZVPD basis set",
  "species": ["Cl", "O", "O", "O", "N", "C", "C", "C", "C", "C", "C", "H", "H", "H", "H", "H", "H", "H", "H", "H", "H"],
  "xyz": [[2.469365, -1.732454, 1.302306], [-1.435195, 0.328344, 0.552570], [2.459412, 1.297756, -0.444725], [-1.608813, -0.795085, -1.477556], [1.039928, -2.486362, -0.780746], [0.336694, 0.578529, -0.923612], [1.295874, 1.335060, -0.105829], [-0.888858, 0.048132, -0.657060], [-2.628437, -0.330067, 1.049585], [2.020579, -1.858360, -0.386972], [0.889233, 2.052751, 1.132634], [0.707337, 0.250245, -1.956231], [-2.626268, -0.083245, 2.070791], [0.834468, -2.398704, -1.777423], [-2.624913, -1.426553, 0.736447], [1.170414, 1.318242, 1.996531], [-1.804138, -0.356678, -2.351533], [1.437573, 3.120709, 1.109136], [-0.224198, 2.088502, 1.218431], [-3.511414, 0.231402, 0.797268], [2.691358, -1.182167, -1.104013]],
  "atomic_forces_ev_per_a": [[-0.1, -0.2, -0.4], [-0.4, -0.7, -0.6], [0.6, 0.3, -0.3], [0.1, 1.3, -0.5], [-1.2, -1.1, 0.3], [-0.9, -1.3, -2.6], [-0.3, -0.6, -0.3], [0.3, 0.9, 0.9], [0.7, -0.7, -1.6], [2.2, 2.3, -1.9], [0.0, 0.6, 1.3], [-0.3, 0.7, 1.7], [0.6, -0.7, 1.7], [0.4, 0.0, 0.3], [-0.3, 1.6, 0.8], [0.0, 1.7, -1.2], [0.5, -0.6, 1.4], [-1.3, -2.6, 0.6], [1.0, 0.6, -0.2], [-0.5, -0.1, -1.3], [-1.1, -1.4, 2.0]],
  "homo_ha": -0.328,
  "de_lowest_kj_mol": 102.4,
  "lumo_ha": 0.011,
  "gap_ev": 9.2,
  "spin_multiplicity": 1,
  "smiles": "CO/C(O)=C\\C(C)=O.[H]/N=C/Cl"
}


# 4
{
  "formula": "C6H10DyO3",
  "method": "ωB97M-V with the def2-TZVPD basis set",
  "species": ["Dy", "O", "O", "O", "C", "C", "C", "C", "C", "C", "H", "H", "H", "H", "H", "H", "H", "H", "H", "H"],
  "xyz": [[3.202255, 0.176795, 0.341253], [0.539464, -1.169221, 0.567789], [0.707962, 0.660957, -0.677156], [-1.230158, -0.543244, -0.554229], [-2.512664, 1.357856, 0.327768], [-2.052428, 0.642575, -0.896220], [0.143023, -0.358817, -0.293772], [-1.677604, -1.713926, 0.534124], [-2.172614, 2.619658, 0.588859], [-1.592515, -3.071296, -0.106857], [-3.232576, 0.837425, 0.965372], [-1.464095, 3.161153, -0.041959], [-1.330470, -1.684182, 1.566673], [-2.260689, -3.174240, -0.970010], [-2.712831, -1.376688, 0.661468], [-0.567766, -3.307954, -0.417554], [-1.915862, -3.801207, 0.646649], [-1.399448, 1.255564, -1.521259], [-2.873344, 0.209462, -1.474547], [-2.622941, 3.162299, 1.421076]],
  "atomic_forces_ev_per_a": [[-2.3, -0.2, -0.4], [2.4, 0.4, -1.2], [1.6, 0.5, -1.0], [1.3, -1.8, 1.3], [-0.1, 0.2, 0.2], [-0.7, 0.6, 0.0], [-0.2, -0.1, 3.0], [-3.5, -0.3, -0.1], [0.0, -0.2, -0.1], [0.3, 0.3, -0.5], [0.1, 0.2, -0.2], [-0.3, -0.1, 0.1], [1.0, 0.8, -0.7], [0.2, 0.1, 0.2], [0.0, -0.2, -0.6], [-0.3, -0.1, 0.2], [0.1, 0.2, -0.1], [-0.2, -0.2, 0.0], [0.2, 0.2, 0.0], [0.2, -0.2, -0.2]],
  "homo_ha": [-0.604, -0.604],
  "lumo_ha": [-0.311, -0.353],
  "gap_ev": [8.0, 6.8],
  "charge": 2,
  "spin_multiplicity": 7
}


# 5
{
  "formula": "C6H10F2",
  "method": "ωB97M-V with the def2-TZVPD basis set",
  "species": ["F", "F", "C", "C", "C", "C", "C", "C", "H", "H", "H", "H", "H", "H", "H", "H", "H", "H"],
  "xyz": [[-1.603849, -0.308435, -2.162370], [-1.070567, -2.274655, -1.018216], [-0.720818, 1.078394, 0.568024], [-0.287763, 1.177385, 2.009020], [0.884843, -0.734842, -1.814741], [-0.340968, -0.364545, 0.075221], [1.219916, -0.547155, -0.198342], [-0.621431, -0.836617, -1.381098], [-1.868398, 1.105184, 0.509738], [1.422332, -1.652025, -2.099243], [-0.878907, -1.292402, 0.719441], [1.974440, 0.277034, -0.003133], [1.569944, -1.598508, 0.194131], [0.078549, 2.433890, 2.168802], [-1.051075, 0.843593, 2.816338], [0.718121, 0.397326, 2.087735], [0.879895, 0.220591, -2.492457], [-0.304263, 2.075789, 0.021150]],
  "atomic_forces_ev_per_a": [[1.1, -0.6, 0.8], [0.9, 2.3, -2.0], [-1.7, 0.4, -1.1], [3.0, 1.2, 1.8], [-1.1, 0.9, 1.5], [-0.5, -0.3, 0.3], [-0.1, -1.4, -1.3], [-0.2, -2.3, 1.7], [1.6, 0.4, -0.1], [-0.6, 0.6, -0.9], [1.7, 3.1, -1.1], [-1.2, -1.0, 0.2], [-0.4, 2.3, -0.7], [-1.0, -4.1, 0.2], [1.3, 0.7, -1.5], [-2.6, 2.6, 0.3], [0.8, -1.9, 1.3], [-0.8, -3.0, 0.6]],
  "homo_ha": -0.394,
  "de_lowest_kj_mol": 322.0,
  "lumo_ha": 0.036,
  "gap_ev": 11.7,
  "spin_multiplicity": 1,
  "smiles": "CC[C@@H]1CCC1(F)F"
}


# 6
{
  "formula": "C6H10F3ISb",
  "method": "ωB97M-V with the def2-TZVPD basis set",
  "species": ["I", "Sb", "F", "F", "F", "C", "C", "C", "C", "C", "C", "H", "H", "H", "H", "H", "H", "H", "H", "H", "H"],
  "xyz": [[1.899592, -1.810683, -2.291496], [-0.066877, -0.930946, 0.526019], [-2.307134, 1.190354, 0.128849], [-2.475246, -0.361477, -1.359384], [-3.098666, -0.709270, 0.623924], [1.740283, 1.021939, -1.303658], [0.765640, -0.160139, -1.400122], [-1.529504, -2.148186, 3.411095], [-2.116516, -0.125528, -0.087499], [1.162098, 2.250858, -0.572600], [-0.949978, -1.726675, 2.430955], [0.080239, 2.181494, -0.466716], [-0.496682, -2.450222, -0.220061], [-0.022294, 0.020892, -2.127797], [1.498124, -1.578897, 0.961647], [2.689623, 0.691247, -0.889865], [1.970436, 1.336262, -2.327621], [-1.981702, -2.693557, 4.199233], [1.398007, 3.184598, -1.079440], [0.289540, 0.526019, 1.401650], [1.551017, 2.291916, 0.442885]],
  "atomic_forces_ev_per_a": [[-0.3, 0.2, 0.0], [0.6, -0.7, 0.6], [0.2, 1.1, -0.2], [0.1, 0.1, -1.2], [-0.6, -0.5, 0.6], [-0.5, 0.3, -0.8], [0.6, -0.2, 0.1], [0.4, -0.2, -0.4], [0.1, -0.5, 0.9], [0.1, -0.4, 0.4], [-0.2, 0.2, 0.0], [-0.1, 0.0, -0.1], [-0.2, 0.2, -0.1], [0.0, 0.1, 0.0], [0.0, 0.0, 0.0], [0.0, 0.0, 0.3], [0.1, -0.1, 0.0], [-0.1, 0.1, 0.2], [0.1, 0.0, -0.1], [-0.3, 0.1, -0.1], [0.0, 0.2, 0.0]],
  "homo_ha": -0.172,
  "lumo_ha": 0.101,
  "gap_ev": 7.4,
  "charge": -1,
  "spin_multiplicity": 1
}


Question: What is the formula in the third record?
Answer: C6H10ClNO3